[1]
Below is a cluster of 5 separate species, C16H21FNO12S in total at a distorted geometry, with properties calculated with the ωB97M-V functional and the def2-TZVPD basis.

Each line ends with the Mulliken charge.
Cartesian coordinates (Å):
F (0.67148, -1.51078, -0.27696)  -0.290
C (1.43432, -2.05715, -1.37878)  0.141
C (2.80488, -1.27091, -1.59480)  0.160
C (3.94208, -1.62662, -0.50017)  -0.740
N (4.27248, -3.11469, -0.49746)  -0.418
C (4.63447, -3.51032, -1.68082)  0.346
S (4.51529, -4.30110, -3.16943)  -0.373
H (1.67665, -3.15025, -1.17688)  0.208
H (0.78703, -1.98599, -2.32806)  -0.049
H (3.20224, -1.37522, -2.67733)  0.329
H (2.56088, -0.15740, -1.43399)  -0.375
H (4.88079, -1.06626, -0.88170)  0.124
C (1.33399, 3.89525, -3.58561)  -0.341
C (0.61444, 2.59364, -3.39248)  -0.305
O (1.65739, 1.69984, -3.03176)  -0.229
C (2.66900, 2.45265, -2.51017)  0.618
O (3.63027, 2.00744, -1.95456)  -0.489
O (2.44153, 3.78341, -2.70388)  -0.347
H (0.71654, 4.75636, -3.32547)  0.299
H (1.70624, 4.02027, -4.60683)  0.257
H (-0.11397, 2.63466, -2.57712)  0.213
H (0.11158, 2.25660, -4.30000)  0.302
C (-0.71454, 0.07788, 2.55793)  -0.349
C (-0.39969, 0.88636, 1.33868)  -0.060
O (-1.35381, 1.94457, 1.40015)  -0.335
C (-1.72397, 2.07488, 2.69885)  0.607
O (-2.38725, 2.98014, 3.12617)  -0.537
O (-1.24696, 1.04968, 3.45492)  -0.233
H (0.16925, -0.40024, 2.98094)  0.339
H (-1.47535, -0.68496, 2.37043)  0.258
H (0.60575, 1.31501, 1.36852)  0.155
H (-0.51250, 0.31301, 0.41883)  0.113
C (-2.27578, 3.65516, 6.21927)  -0.219
C (-2.59902, 2.19656, 6.32446)  -0.035
O (-2.40441, 1.92602, 7.70895)  -0.343
C (-2.55030, 3.10413, 8.37316)  0.600
O (-2.61448, 3.20441, 9.56483)  -0.541
O (-2.61484, 4.15287, 7.50956)  -0.345
H (-2.85652, 4.15565, 5.44497)  0.273
H (-1.21243, 3.83690, 6.03907)  0.248
H (-3.63861, 1.97806, 6.06352)  0.197
H (-1.94350, 1.57912, 5.71127)  0.181
C (-1.80334, -5.25335, -4.61145)  -0.337
C (-1.66170, -4.77804, -3.19668)  -0.331
O (-1.09512, -3.48453, -3.34844)  -0.223
C (-1.42047, -3.04761, -4.59495)  0.616
O (-1.24394, -1.93192, -4.98689)  -0.516
O (-1.97475, -4.04483, -5.33879)  -0.349
H (-2.66172, -5.91305, -4.74649)  0.290
H (-0.90491, -5.76032, -4.97485)  0.266
H (-2.62555, -4.68443, -2.68750)  0.254
H (-1.00913, -5.42058, -2.60418)  0.317

Force components x, y, z for each atom (eV/Å):
0.61 -0.56 -0.94
1.15 -0.03 -1.39
0.18 0.38 0.76
-0.59 2.68 -1.21
2.84 -2.95 -6.05
-3.26 0.01 3.67
0.66 1.54 2.19
-0.58 1.34 0.09
0.75 -0.02 1.62
-1.16 -0.06 1.19
0.48 -1.69 -0.33
-1.24 -0.77 0.59
-0.18 0.65 -0.31
-0.70 -0.30 -0.18
0.42 0.50 0.11
1.09 -0.80 0.65
-0.91 0.61 -0.59
-0.06 -0.30 0.05
0.19 -0.02 0.09
-0.02 -0.04 0.04
0.05 0.02 -0.02
0.13 -0.16 0.12
0.36 -0.94 0.05
0.69 -0.37 -0.84
-0.48 0.24 0.93
-0.22 0.46 -0.15
0.34 -0.53 -0.05
-0.33 0.69 -0.20
-0.13 0.14 0.08
0.02 0.09 0.01
-0.07 -0.05 0.01
-0.01 0.18 0.08
0.11 0.50 -0.80
-0.04 -0.58 -0.70
-0.03 0.56 0.42
-0.04 0.04 0.81
0.03 -0.05 -0.74
-0.03 -0.48 0.51
0.06 0.02 0.20
-0.06 -0.04 0.02
0.05 0.05 0.03
-0.07 -0.01 0.23
-0.08 -0.74 -0.31
0.01 -0.39 0.74
-0.21 0.10 -0.63
0.28 1.02 -0.16
-0.19 -0.77 0.23
0.10 0.33 0.25
0.02 0.18 -0.13
-0.02 0.06 0.05
0.03 0.01 -0.05
0.05 0.24 0.00

Calculated values
Net charge: -1
Lowest unoccupied orbital energy: 0.0806 Ha

---

[2]
Below is a structure of composition C16H21N2O4OsPS3, with properties calculated with the ωB97M-V functional and the def2-TZVPD basis.

Each line ends with the Mulliken spin population.
Cartesian coordinates (Å):
Os (0.59011, -0.23611, 1.10520)  4.091
C (3.29004, 4.79458, 1.91265)  0.000
C (3.97734, 3.66384, 1.19726)  0.008
O (3.57251, 2.40472, 1.83907)  -0.002
P (3.21992, 1.13524, 1.01268)  0.007
S (2.66677, -0.30339, 2.32357)  0.225
S (1.69410, 1.44302, -0.29980)  0.298
O (4.54092, 0.79289, 0.24364)  0.005
C (4.65472, -0.33796, -0.67200)  0.001
C (6.07350, -0.38189, -1.17339)  -0.001
H (3.61461, 5.74221, 1.48264)  0.000
H (3.54468, 4.79163, 2.97118)  0.000
H (2.20831, 4.72032, 1.80814)  0.000
H (5.06092, 3.70735, 1.28186)  0.002
H (3.70668, 3.62558, 0.14044)  -0.001
H (3.93673, -0.18783, -1.47908)  -0.003
H (4.39147, -1.24111, -0.11799)  -0.004
H (6.32774, 0.53413, -1.70418)  0.001
H (6.18513, -1.21952, -1.86150)  0.000
H (6.76933, -0.51745, -0.34704)  0.000
C (-6.08105, 1.49004, -3.02206)  0.000
C (-5.14065, 1.02006, -1.95144)  0.006
C (-3.91019, 1.64619, -1.74915)  -0.002
C (-3.04279, 1.21310, -0.76402)  0.017
C (-3.41228, 0.13425, 0.02849)  -0.014
C (-4.63285, -0.50403, -0.14505)  0.003
C (-5.48714, -0.05640, -1.13539)  -0.003
S (-2.33507, -0.44405, 1.27410)  0.002
O (-3.05809, -1.25177, 2.20137)  0.019
O (-1.54243, 0.70645, 1.75399)  0.061
N (-1.11124, -1.26266, 0.56232)  0.196
C (-0.84367, -2.63081, 0.62349)  -0.019
C (-1.74424, -3.68306, 0.58524)  -0.007
C (-1.20935, -4.95885, 0.64885)  0.005
C (0.16681, -5.13898, 0.74330)  0.015
C (0.98080, -4.02357, 0.78163)  0.010
N (0.47800, -2.79002, 0.72314)  0.078
H (-5.73650, 2.41779, -3.47430)  0.000
H (-7.07855, 1.65527, -2.61457)  0.000
H (-6.17072, 0.74033, -3.80978)  0.001
H (-3.63610, 2.49218, -2.36600)  0.000
H (-2.10124, 1.71929, -0.59627)  -0.002
H (-4.91331, -1.32270, 0.50369)  0.000
H (-6.44549, -0.54104, -1.27209)  0.000
H (-2.80771, -3.50805, 0.52425)  0.002
H (-1.86745, -5.81719, 0.62634)  0.000
H (0.60038, -6.12700, 0.79036)  0.001
H (2.05664, -4.10503, 0.86627)  0.002

Force components x, y, z for each atom (eV/Å):
0.21 -0.22 0.02
0.00 0.01 0.01
0.03 0.01 -0.01
-0.04 0.00 -0.07
0.05 0.14 0.07
-0.04 0.03 0.03
0.02 -0.05 -0.04
0.00 0.00 0.05
-0.02 -0.05 -0.03
0.01 0.01 0.02
0.00 0.00 0.00
0.00 0.00 0.00
0.00 0.00 0.00
0.00 0.00 0.00
-0.01 0.00 0.01
0.00 0.00 0.01
0.00 0.01 -0.01
-0.01 0.01 0.00
0.00 -0.01 0.00
0.01 0.00 -0.01
0.00 0.02 0.00
0.05 -0.01 0.02
-0.05 -0.01 -0.03
0.06 0.00 0.02
0.06 0.00 0.02
-0.05 -0.07 0.03
0.02 0.02 -0.02
-0.03 -0.05 -0.01
0.05 0.00 0.02
-0.02 0.04 0.03
-0.28 0.20 -0.10
-0.09 -0.01 0.01
0.11 -0.03 0.01
-0.02 0.02 0.00
0.01 -0.02 0.00
-0.02 0.00 0.01
0.05 0.00 -0.05
-0.01 0.00 -0.01
0.00 0.00 0.00
0.00 0.00 0.00
0.00 0.01 0.00
0.00 0.00 0.00
0.00 0.00 0.00
0.00 -0.01 0.01
-0.01 0.01 0.00
0.00 0.00 0.00
-0.01 0.00 0.00
0.00 0.00 0.00

Calculated values
Multiplicity: 6
Net charge: +1
Lowest unoccupied orbital energy (alpha / beta): -0.0786 / -0.1869 Ha

---

> The highest net charge belongs to which entry?

C16H21N2O4OsPS3